Record 1
67
Properties=species:S:1:pos:R:3:mulliken_spin:R:1 method="wB97M-V/def2-TZVPD" lumo_ev="-2.23 / -3.94" multiplicity=3 total_energy_ev=-102042.1620 e_above_lowest_kj_mol=0.00 homo_lumo_gap_ev="7.8 / 7.5" charge=+1
Sb -1.642 1.535 -0.953 0.22
Pd 0.168 0.461 0.639 1.07
Ge 1.927 0.082 3.020 -0.01
N 2.448 -0.982 -2.848 0.00
N 1.746 0.315 -1.218 0.04
N 0.010 -2.806 -2.119 0.01
N -0.268 -1.467 -0.410 0.10
C -0.397 1.051 -3.733 -0.01
C -2.134 6.335 -1.780 0.01
C -1.044 -0.640 -5.318 0.00
C -0.954 5.693 -2.127 0.00
C 0.452 -1.699 -1.488 0.02
C -4.687 1.167 -1.295 0.00
C -1.218 -2.454 -0.347 -0.01
C -1.056 -3.297 -1.403 0.00
C 2.722 1.754 2.368 0.03
C -0.812 4.332 -1.902 -0.01
C 2.187 -0.035 4.953 0.06
C -2.266 -0.388 -3.259 0.00
C -1.431 0.661 -2.883 0.02
C 1.539 -0.812 -1.863 -0.02
C -5.057 -0.179 1.111 0.00
C -3.038 4.253 -0.983 0.00
C -6.135 0.057 0.271 0.00
C -0.025 0.099 2.680 0.45
C 2.756 -1.444 2.119 0.01
C 2.835 0.900 -1.813 0.00
C 3.283 0.109 -2.828 0.00
C -3.789 0.258 0.749 -0.01
C -0.207 0.405 -4.947 0.00
C -1.860 3.606 -1.342 0.03
C -3.601 0.933 -0.454 0.00
C -2.074 -1.034 -4.475 0.00
C -5.951 0.731 -0.930 0.00
C -3.172 5.618 -1.205 0.00
H 4.104 0.215 -3.514 0.00
H 2.516 -1.755 -3.488 0.00
H 3.809 1.673 2.351 0.00
H -3.855 3.703 -0.533 0.00
H 0.326 -3.164 -3.004 0.00
H -2.241 7.397 -1.953 0.00
H -2.739 -1.837 -4.766 0.00
H 2.240 -2.367 2.382 0.00
H -5.202 -0.699 2.049 0.00
H -2.943 0.079 1.409 0.00
H 1.661 0.783 5.444 0.00
H 2.383 1.992 1.355 -0.02
H -7.123 -0.281 0.552 0.00
H 0.124 3.848 -2.159 -0.01
H -4.090 6.118 -0.926 0.00
H 2.709 -1.316 1.035 0.00
H 0.585 0.729 -5.610 0.00
H -1.943 -2.492 0.447 0.00
H -0.906 -1.132 -6.272 0.00
H -0.139 6.253 -2.567 0.00
H 0.266 1.863 -3.458 0.00
H 1.809 -0.979 5.342 0.00
H -6.795 0.917 -1.582 0.00
H 3.803 -1.540 2.408 0.00
H -0.513 -0.847 2.915 0.01
H -0.510 0.908 3.231 0.02
H 2.451 2.584 3.020 -0.01
H 3.249 0.043 5.186 0.01
H -1.587 -4.181 -1.703 0.00
H -4.549 1.692 -2.234 0.00
H -3.078 -0.700 -2.612 0.00
H 3.230 1.841 -1.473 0.00

Record 2
67
Properties=species:S:1:pos:R:3:mulliken_spin:R:1 method="wB97M-V/def2-TZVPD" lumo_ev="-3.69 / -5.35" multiplicity=2 total_energy_ev=-60576.1665 e_above_lowest_kj_mol=0.00 homo_lumo_gap_ev="7.4 / 5.9" charge=+1
Ir -1.466 -1.311 -0.074 0.49
S -4.436 2.257 0.197 -0.01
S -2.951 -0.137 1.068 0.24
O -2.361 -2.951 -0.775 0.10
N -2.386 -0.474 -1.618 0.04
N -0.041 -0.947 1.051 -0.04
N -3.159 0.635 -1.457 0.05
C -1.988 3.521 -2.645 0.00
C 0.062 -0.195 4.697 0.00
C -2.551 3.579 -1.376 0.00
C -4.034 3.335 -1.213 0.00
C -1.904 -4.109 -4.693 0.05
C -2.283 -3.236 -2.045 0.06
C -0.375 4.097 -0.473 0.00
C -1.974 -2.291 -3.075 0.07
C 0.040 -0.895 3.498 0.00
C 0.121 -0.933 6.006 0.00
C 1.270 -1.283 0.423 0.02
C -0.043 1.890 3.451 0.00
C -1.732 3.874 -0.291 0.01
C 2.193 -0.076 0.352 0.00
C 0.022 1.196 4.655 0.00
C -2.191 -0.898 -2.859 -0.02
C -1.743 -2.792 -4.393 -0.04
C -3.460 0.873 -0.224 -0.03
C -2.532 -4.583 -2.409 0.01
C 0.931 -1.746 -1.001 0.02
C -2.337 -5.006 -3.688 -0.01
C -0.114 3.393 3.422 0.00
C -0.060 1.168 2.263 -0.01
C -0.630 3.746 -2.831 0.00
C -0.013 -0.217 2.291 0.00
C -2.324 0.098 -3.970 0.00
C 1.924 -2.418 1.202 0.00
C 0.182 4.030 -1.743 0.00
H 0.034 1.753 5.585 0.00
H -2.503 -6.047 -3.933 0.00
H 0.081 -2.464 -1.068 0.00
H 0.074 -0.246 6.848 0.00
H 3.097 -0.347 -0.196 0.00
H 1.240 4.212 -1.884 0.00
H -2.102 -0.326 -4.940 0.00
H 1.745 -2.356 -1.398 0.00
H -2.617 3.304 -3.501 0.00
H 2.144 -2.126 2.228 0.00
H -4.576 4.256 -0.992 0.00
H -1.084 3.726 3.047 0.00
H -0.132 1.690 1.312 0.01
H -4.458 2.910 -2.119 0.00
H 2.489 0.263 1.344 0.00
H 0.248 4.336 0.380 0.00
H -1.720 -4.466 -5.696 0.00
H 0.655 3.809 2.770 0.00
H 0.021 3.814 4.416 0.00
H 1.047 -1.505 6.088 0.00
H -1.436 -2.109 -5.169 0.00
H -0.211 3.707 -3.828 0.00
H 0.048 -1.980 3.493 0.00
H 1.260 -3.286 1.231 0.00
H -1.667 0.944 -3.766 0.00
H -3.342 0.491 -3.988 0.00
H 1.707 0.752 -0.169 0.00
H -0.707 -1.638 6.096 0.00
H -2.158 3.924 0.705 0.00
H 0.759 -0.916 -1.686 0.00
H 2.860 -2.702 0.721 0.00
H -2.835 -5.262 -1.623 0.00

Record 3
64
Properties=species:S:1:pos:R:3:lowdin_charge:R:1 method="wB97M-V/def2-TZVPD" lumo_ev=-0.05 multiplicity=1 total_energy_ev=-36609.5526 e_above_lowest_kj_mol=2248.84 homo_lumo_gap_ev=7.4 charge=0
O 0.322 0.089 -2.724 0.00
O 0.120 -0.790 1.841 0.06
N -2.873 2.063 1.535 0.04
N -2.020 -0.549 -1.870 0.10
C -2.367 -2.854 0.113 -0.24
C 2.728 0.246 0.167 -0.13
C 0.486 3.148 0.826 -0.08
C -1.492 -0.975 -0.432 -0.02
C -3.447 -0.296 -2.080 -0.13
C -3.723 1.712 0.751 -0.28
C 6.094 1.666 0.341 -0.16
C -1.758 2.397 1.192 -0.15
C -0.474 2.757 1.664 -0.05
C -5.097 0.996 1.112 0.03
C -0.806 2.563 -1.060 -0.08
C 0.492 3.116 -0.697 0.05
C -1.138 -3.855 0.194 -0.17
C -3.793 1.286 -1.925 -0.06
C -3.131 1.506 -0.633 -0.13
C 4.211 0.391 -0.011 -0.38
C 4.941 -0.618 -0.160 -0.04
C 2.047 -0.816 0.841 -0.14
C 0.691 -0.766 0.763 -0.43
C -0.744 -4.085 1.703 -0.07
C -1.881 2.203 -0.413 -0.10
C -2.290 -1.560 0.534 -0.24
C 0.735 -0.354 -1.633 -0.31
C -0.023 -0.821 -0.504 -0.02
C 6.513 -0.693 -0.039 0.03
C 4.766 1.433 0.282 -0.10
C 6.866 0.685 0.324 -0.21
C 2.290 -0.071 -1.688 0.09
H 2.721 -1.053 -1.947 0.11
H -3.149 -0.840 0.600 0.14
H -3.196 1.843 -2.687 0.13
H 1.211 3.367 -1.225 0.00
H 1.390 3.639 1.309 0.12
H -0.410 3.241 2.434 0.01
H 8.162 0.605 0.171 0.17
H 6.785 2.607 0.521 0.16
H -5.613 2.161 1.559 0.17
H -3.980 -0.940 -1.308 0.14
H 4.080 2.495 0.362 0.20
H 2.725 -0.724 1.718 0.16
H -1.799 -1.403 1.488 0.13
H -5.133 0.321 1.939 0.05
H -1.533 -4.533 2.319 0.08
H -0.980 2.466 -2.088 0.09
H -2.961 2.123 2.642 0.26
H -0.429 -3.475 -0.487 0.09
H 0.100 -4.761 1.546 0.08
H -1.312 -0.192 -2.450 0.03
H -3.244 -3.497 0.695 0.17
H 2.402 1.107 0.338 0.03
H 2.545 -1.945 0.510 0.22
H -0.627 -3.187 2.189 0.02
H 4.655 -1.620 -0.581 0.12
H -4.798 1.322 -2.022 0.07
H -5.639 0.814 0.318 -0.02
H 2.581 0.818 -1.999 0.04
H -1.402 -4.820 0.038 0.06
H -2.902 -3.038 -0.889 0.14
H -3.686 -0.434 -2.988 0.03
H 7.193 -1.623 -0.339 0.13

Record 4
64
Properties=species:S:1:pos:R:3:lowdin_charge:R:1 method="wB97M-V/def2-TZVPD" lumo_ev=-4.41 multiplicity=1 total_energy_ev=-36065.8162 e_above_lowest_kj_mol=139.25 homo_lumo_gap_ev=5.1 charge=+1
O 5.495 -2.274 2.664 -0.13
N -2.626 3.719 -0.299 -0.05
N 2.961 -1.858 1.592 -0.07
N -0.963 -1.779 -3.156 -0.08
C -2.131 -1.814 -2.396 -0.16
C -2.373 2.447 -0.719 0.07
C -1.208 5.679 0.393 0.01
C 3.395 -3.234 1.874 -0.13
C -0.691 -2.637 -4.295 0.00
C 1.186 5.204 0.252 -0.06
C -4.126 -2.677 -1.423 -0.06
C -3.934 4.349 -0.310 0.01
C -4.094 -1.635 -0.484 -0.06
C 0.129 6.099 0.499 -0.06
C -0.718 -2.071 1.573 -0.15
C -1.425 4.349 0.056 -0.16
C -0.376 3.426 -0.163 -0.11
C 4.905 -3.378 1.971 -0.18
C -0.249 1.013 -0.935 0.07
C -0.983 2.174 -0.620 -0.11
C -3.129 -2.779 -2.406 0.01
C 0.971 -0.405 1.345 -0.08
C -3.085 -0.656 -0.505 -0.06
C -0.159 -0.767 -2.723 0.06
C -2.069 -0.756 -1.450 -0.13
C 3.861 -0.706 1.663 -0.13
C 5.323 -1.055 1.941 -0.18
C 0.651 -2.765 1.594 -0.12
C -0.791 -0.080 -1.663 -0.13
C 0.938 3.860 -0.082 -0.01
C -0.452 -0.550 1.739 -0.20
C 1.637 -1.616 1.473 -0.25
H 0.353 7.130 0.775 0.11
H 0.836 1.106 -0.904 0.12
H -3.111 -3.571 -3.153 0.11
H -4.676 3.674 0.137 0.11
H -1.128 0.058 1.141 0.05
H 0.780 -3.345 2.523 0.12
H 1.470 0.557 1.263 0.08
H 5.862 -1.096 0.975 0.12
H 2.960 -3.579 2.831 0.13
H -3.167 1.820 -1.112 0.14
H -1.109 -2.222 -5.225 0.11
H 2.216 5.562 0.312 0.11
H -4.261 4.581 -1.335 0.11
H -3.887 5.279 0.264 0.09
H 0.800 -0.560 -3.192 0.15
H -1.192 -2.245 0.601 0.09
H 5.767 -0.295 2.598 0.13
H 3.812 -0.158 0.711 0.12
H -3.093 0.183 0.188 0.10
H 5.153 -4.246 2.596 0.13
H 0.395 -2.725 -4.416 0.10
H 3.525 -0.018 2.458 0.13
H 3.026 -3.902 1.080 0.13
H -4.874 -1.572 0.278 0.11
H -0.632 -0.278 2.794 0.12
H 1.738 3.152 -0.292 0.11
H -1.135 -3.623 -4.128 0.09
H -1.391 -2.454 2.347 0.11
H 5.317 -3.497 0.950 0.13
H -2.051 6.352 0.557 0.11
H 0.754 -3.477 0.760 0.12
H -4.928 -3.414 -1.383 0.11